Record 1
{
  "formula": "C31H60O30",
  "method": "wB97M-V/def2-TZVPD",
  "relative_energy_kj_mol": 0.00,
  "gap_ev": 10.95,
  "homo_ha": -0.391,
  "energy_ha": -3474.480752,
  "smiles": "C[C@H]1COC(=O)O1.COC(=O)OC.COC(=O)OC.COC(=O)OC.COC(=O)OC.COC(=O)OC.COC(=O)OC.COC(=O)OC.COC(=O)OC.COC(=O)OC",
  "fmax_ev_per_a": 1.49,
  "elements": ["C", "C", "C", "O", "C", "O", "O", "H", "H", "H", "H", "H", "H", "C", "O", "C", "O", "O", "C", "H", "H", "H", "H", "H", "H", "C", "O", "C", "O", "O", "C", "H", "H", "H", "H", "H", "H", "C", "O", "C", "O", "O", "C", "H", "H", "H", "H", "H", "H", "C", "O", "C", "O", "O", "C", "H", "H", "H", "H", "H", "H", "C", "O", "C", "O", "O", "C", "H", "H", "H", "H", "H", "H", "C", "O", "C", "O", "O", "C", "H", "H", "H", "H", "H", "H", "C", "O", "C", "O", "O", "C", "H", "H", "H", "H", "H", "H", "C", "O", "C", "O", "O", "C", "H", "H", "H", "H", "H", "H", "C", "O", "C", "O", "O", "C", "H", "H", "H", "H", "H", "H"],
  "positions_angstrom": [[-22.6469, -35.7464, -5.3186], [-21.6764, -36.8847, -5.0966], [-20.3204, -36.3409, -4.6238], [-20.3072, -36.6758, -3.2314], [-21.4090, -37.3922, -2.9133], [-21.7382, -37.6147, -1.7966], [-22.0713, -37.7669, -4.0359], [-23.6871, -36.0556, -5.4264], [-22.3578, -35.2458, -6.2413], [-22.6096, -35.0547, -4.4728], [-21.5659, -37.4634, -6.0118], [-20.3108, -35.2523, -4.6670], [-19.4635, -36.7036, -5.1865], [-17.8647, -38.0847, -1.6300], [-17.1149, -37.0312, -2.2535], [-16.6322, -37.2855, -3.4636], [-16.6079, -38.3563, -4.0171], [-16.1228, -36.1450, -3.9132], [-15.5769, -36.0483, -5.2126], [-18.5267, -38.5310, -2.3739], [-18.5144, -37.6178, -0.9002], [-17.2144, -38.8644, -1.2442], [-16.3533, -35.6932, -5.8869], [-15.1773, -36.9704, -5.6442], [-14.7375, -35.3616, -5.1377], [-20.3539, -38.3629, -8.5375], [-21.7755, -38.5008, -8.5929], [-22.2847, -38.6045, -9.8111], [-21.6600, -38.6265, -10.8372], [-23.6104, -38.7002, -9.6880], [-24.3421, -38.8035, -10.9079], [-20.0341, -38.2485, -7.5106], [-20.0460, -37.4781, -9.1027], [-19.9098, -39.2232, -9.0343], [-24.0672, -39.7165, -11.4345], [-24.1596, -37.9407, -11.5457], [-25.3876, -38.8604, -10.6207], [-25.1313, -38.9316, -2.3778], [-24.8164, -40.2962, -2.6408], [-25.3760, -41.1807, -1.8257], [-26.0610, -40.9462, -0.8608], [-25.0475, -42.3961, -2.2806], [-25.5755, -43.5055, -1.5711], [-25.1703, -38.4389, -3.3519], [-24.3459, -38.4566, -1.7965], [-26.1373, -38.8243, -1.9806], [-26.1331, -44.1524, -2.2507], [-26.2674, -43.1758, -0.7994], [-24.7491, -44.0800, -1.1574], [-19.2106, -35.2138, 0.2598], [-18.7070, -35.4563, 1.5552], [-18.8723, -36.6966, 2.0200], [-19.2360, -37.6524, 1.3849], [-18.5483, -36.6967, 3.3051], [-18.6380, -37.9637, 3.9481], [-20.0545, -35.8528, -0.0093], [-18.4658, -35.3668, -0.5217], [-19.5614, -34.1860, 0.1829], [-18.4894, -37.7999, 5.0101], [-17.8277, -38.6246, 3.6219], [-19.5794, -38.4583, 3.7231], [-19.3094, -40.3835, -4.6090], [-20.6012, -40.9559, -4.6274], [-21.2162, -41.1624, -5.7851], [-20.7843, -40.9468, -6.8872], [-22.3947, -41.7180, -5.5158], [-23.2090, -41.9605, -6.6534], [-19.0889, -40.1682, -3.5716], [-19.2253, -39.4528, -5.1817], [-18.5505, -41.0421, -5.0366], [-23.3656, -41.0378, -7.2128], [-24.1756, -42.3069, -6.2970], [-22.7694, -42.7344, -7.2812], [-24.9860, -35.8664, -8.7618], [-24.5366, -34.8521, -7.8838], [-24.2022, -33.6882, -8.4288], [-24.2818, -33.3897, -9.5877], [-23.6988, -32.9385, -7.4477], [-23.4315, -31.5620, -7.6892], [-25.0645, -36.7868, -8.1899], [-24.2879, -36.0796, -9.5730], [-25.9458, -35.6076, -9.2095], [-23.9699, -30.9801, -6.9463], [-23.6893, -31.2469, -8.6970], [-22.3608, -31.4219, -7.5413], [-20.9575, -30.9093, -0.7894], [-21.2261, -31.9628, 0.1225], [-21.9837, -32.9556, -0.3538], [-22.3509, -33.0573, -1.4914], [-22.2508, -33.7779, 0.6498], [-22.9192, -34.9987, 0.3728], [-21.8753, -30.3818, -1.0454], [-20.4774, -31.2680, -1.6993], [-20.2710, -30.2352, -0.2852], [-22.4845, -35.5632, -0.4511], [-23.9789, -34.8027, 0.2039], [-22.8630, -35.6501, 1.2427], [-17.0176, -32.0379, -6.9176], [-17.2795, -33.1131, -6.0279], [-17.2540, -32.8773, -4.7079], [-16.6197, -32.0121, -4.1684], [-18.0680, -33.7509, -4.1330], [-18.3030, -33.6693, -2.7337], [-16.3515, -31.3042, -6.4652], [-17.9548, -31.5790, -7.2330], [-16.5133, -32.4464, -7.7920], [-18.7022, -34.6533, -2.5004], [-19.0508, -32.9065, -2.5160], [-17.4088, -33.5014, -2.1371], [-20.5559, -33.5556, -8.6156], [-19.4231, -34.2721, -9.1393], [-18.7808, -35.1103, -8.3408], [-19.0800, -35.3688, -7.1978], [-17.8904, -35.7742, -9.0779], [-16.8434, -36.4994, -8.4410], [-20.2247, -32.6540, -8.1077], [-21.1403, -34.2256, -7.9880], [-21.1464, -33.3114, -9.4954], [-17.2507, -37.1714, -7.6817], [-16.1096, -35.8437, -7.9815], [-16.4092, -37.1025, -9.2311]],
  "forces_ev_per_angstrom": [[-0.336, -0.151, 0.293], [0.345, 0.182, -0.610], [-0.356, 0.517, -0.031], [0.149, -0.239, 0.038], [0.155, 0.333, -0.715], [-0.180, -0.423, 0.465], [-0.005, 0.334, 0.457], [0.108, -0.239, -0.089], [0.004, 0.219, 0.101], [0.060, 0.130, -0.113], [-0.132, -0.248, 0.112], [0.139, -0.033, -0.213], [0.126, -0.315, 0.384], [-0.563, -0.189, -0.763], [-0.226, 0.076, 0.186], [0.404, -0.265, 0.092], [-0.261, 0.142, -0.170], [0.092, 0.199, 0.324], [0.235, -0.250, -0.639], [0.139, -0.022, 0.019], [0.337, -0.103, 0.335], [0.086, 0.151, 0.252], [0.054, 0.286, 0.093], [-0.229, -0.268, 0.533], [-0.185, 0.269, -0.068], [0.297, 0.179, -1.035], [-0.109, 0.304, 0.669], [0.181, -0.199, 0.002], [-0.131, 0.076, -0.166], [-0.151, 0.067, 0.166], [0.043, -0.222, -0.120], [-0.242, -0.267, 0.161], [-0.110, -0.018, 0.055], [0.182, -0.074, 0.337], [0.053, 0.066, -0.067], [0.011, -0.001, -0.021], [-0.016, 0.083, 0.025], [-0.287, 0.574, -0.869], [-0.090, -0.042, 0.037], [-0.053, -0.211, 0.178], [0.131, 0.033, -0.239], [-0.009, 0.129, -0.184], [-0.360, -0.401, 0.196], [0.301, -0.119, -0.017], [-0.124, -0.107, 0.295], [0.190, -0.115, 0.522], [0.152, 0.170, -0.205], [0.202, 0.014, 0.131], [-0.002, 0.087, 0.125], [-0.521, 0.080, -1.297], [-0.140, 0.034, 0.331], [0.116, 0.006, -0.259], [-0.065, 0.041, 0.031], [0.058, 0.139, 0.289], [0.472, -0.614, -0.031], [0.046, -0.160, 0.328], [0.308, -0.086, 0.313], [0.219, 0.091, 0.420], [-0.265, 0.217, 0.023], [-0.107, 0.147, -0.171], [-0.092, 0.115, 0.126], [0.669, 0.415, -0.587], [-0.359, 0.010, 0.299], [0.126, -0.429, 0.072], [0.233, 0.311, -0.059], [-0.079, 0.119, 0.250], [-0.363, -0.019, -0.278], [0.024, -0.142, 0.065], [-0.390, -0.046, 0.064], [-0.158, -0.206, 0.161], [0.159, -0.075, -0.125], [0.103, -0.016, 0.251], [0.071, 0.132, -0.109], [-0.207, -0.590, -0.687], [0.117, -0.045, 0.286], [0.341, 0.018, 0.012], [-0.158, 0.063, -0.198], [-0.287, -0.078, 0.285], [0.449, 0.143, -0.088], [-0.100, 0.165, 0.230], [0.153, 0.361, 0.081], [-0.016, 0.055, 0.112], [-0.079, -0.006, -0.017], [-0.155, -0.175, -0.028], [-0.024, 0.118, 0.011], [0.172, 0.322, -0.253], [0.022, -0.188, 0.295], [-0.077, 0.058, 0.099], [-0.107, -0.198, -0.360], [0.519, -0.010, 0.523], [-0.692, -0.569, -0.190], [-0.003, -0.029, -0.047], [-0.129, -0.111, 0.001], [-0.067, -0.023, 0.118], [0.019, 0.318, -0.203], [0.067, -0.003, -0.280], [0.278, 0.374, 0.236], [0.596, 0.196, -0.052], [-0.296, -0.447, -0.146], [-0.129, 0.475, -0.026], [-0.067, 0.025, 0.148], [0.119, -0.068, -0.442], [-0.109, -0.407, 0.324], [-0.150, 0.043, 0.087], [-0.019, 0.036, 0.117], [-0.095, -0.115, 0.022], [-0.076, 0.092, 0.152], [0.057, 0.061, -0.074], [0.158, 0.100, -0.261], [0.053, -0.664, -0.411], [0.222, 0.472, -0.275], [-0.880, -1.140, 0.366], [0.396, 0.340, -0.093], [0.372, 0.787, -0.387], [-0.530, -0.617, 0.264], [-0.052, -0.069, 0.205], [0.067, 0.237, 0.286], [0.019, 0.179, 0.034], [0.018, 0.099, 0.036], [0.018, 0.160, -0.161], [0.186, 0.091, -0.003]]
}

---

Record 2
{
  "formula": "H26O13",
  "method": "wB97M-V/def2-TZVPD",
  "relative_energy_kj_mol": 577.36,
  "gap_ev": 8.68,
  "homo_ha": -0.325,
  "energy_ha": -993.553330,
  "fmax_ev_per_a": 4.54,
  "elements": ["H", "H", "H", "H", "H", "H", "H", "H", "H", "H", "H", "H", "H", "H", "H", "H", "H", "H", "H", "H", "H", "H", "H", "H", "H", "H", "O", "O", "O", "O", "O", "O", "O", "O", "O", "O", "O", "O", "O"],
  "positions_angstrom": [[-0.2571, 1.2792, -0.3756], [-0.2408, -0.1918, 0.0064], [3.4311, -1.6391, 2.3403], [3.5041, -1.9190, 0.8482], [-1.8020, -2.6673, -3.4556], [-1.4975, -1.5424, -2.4800], [1.1061, -2.8888, -0.6358], [-0.3370, -2.4497, -0.8220], [0.1387, 2.0011, 2.6240], [-0.3736, 2.8537, 1.4748], [-1.8488, -0.8550, 1.6400], [-3.1842, -0.8022, 2.3638], [1.0011, 0.4513, -1.9350], [2.1023, -0.2308, -2.7301], [2.5697, 4.5713, -1.7492], [3.0812, 3.1617, -1.9969], [1.0592, -2.1107, 2.8023], [1.4816, -0.6560, 2.6783], [2.5394, -1.1019, -0.5357], [3.8790, -0.5680, -0.0558], [-3.2364, 0.8566, 0.4453], [-3.5035, 1.5091, -0.9012], [-1.3110, 4.3982, 1.0732], [-1.7857, 4.0090, -0.3172], [-3.0272, -2.6101, -0.2560], [-4.5003, -2.8817, 0.0010], [0.0609, 0.6739, 0.3037], [3.9398, -2.1264, 1.6826], [-1.0748, -2.1388, -3.1081], [0.5169, -2.1379, -0.5017], [0.2384, 2.1365, 1.6750], [-2.6423, -0.3157, 1.7324], [1.7082, -0.1983, -1.8511], [2.3085, 3.7232, -2.1254], [1.0370, -1.2701, 3.2734], [3.3623, -0.7155, -0.8559], [-2.9110, 1.5482, -0.1419], [-1.6796, 3.6601, 0.5750], [-3.8524, -2.8158, -0.7095]],
  "forces_ev_per_angstrom": [[-0.255, 0.146, 0.360], [0.243, -0.172, -0.509], [0.117, -0.106, 0.165], [0.168, -0.323, -0.025], [-0.003, 0.020, -0.012], [-0.009, 0.160, -0.197], [-0.068, -0.006, -0.140], [0.223, -0.111, -0.311], [0.036, 0.040, 0.039], [-0.102, -0.318, -0.187], [0.263, 0.359, 0.050], [0.004, 0.114, 0.059], [-0.124, -0.102, -0.032], [0.068, -0.020, 0.082], [-0.072, -0.086, -0.032], [-0.127, -0.085, 0.031], [-0.026, 0.012, 0.013], [-0.291, 0.215, -0.100], [-0.147, 0.576, -0.364], [0.558, 0.181, -0.155], [0.332, -0.090, 0.236], [0.008, 0.050, 0.019], [-0.125, 0.311, -0.090], [-0.025, -0.190, 0.015], [-0.132, 0.031, 0.007], [0.008, 0.017, -0.109], [-0.387, -2.992, -2.277], [-0.192, 0.050, 0.187], [-0.146, -0.141, 0.217], [-0.288, -0.571, 0.749], [0.836, 2.806, 3.069], [-0.284, -0.681, 0.285], [-3.182, 1.589, -2.826], [0.141, 0.119, 0.005], [0.172, -0.125, -0.088], [3.157, -1.448, 2.501], [-0.535, -0.108, -0.901], [0.064, 0.882, 0.176], [0.123, -0.003, 0.089]]
}